1.
A structure of composition C8H12N3S3Sm in a non-equilibrium geometry. Source: OMol25; level of theory: wB97M-V/def2-TZVPD.

The geometry in ORCA input format:
```
! RIJCOSX wB97M-V def2-TZVPD def2/J DEFGRID3
* xyz 2 6
Sm -0.726 -1.138 -1.531
C 2.476 0.807 -1.646
C 1.649 1.870 -0.944
S -0.169 1.686 -1.136
C -0.836 1.652 0.588
C -0.143 0.796 1.633
S -0.217 -1.024 1.362
C 1.529 -1.552 1.554
C 2.570 -0.859 0.694
S 2.266 -0.938 -1.114
H 3.535 1.039 -1.526
H 2.267 0.787 -2.717
H 1.897 2.831 -1.394
H 1.867 1.945 0.118
H -1.873 1.349 0.445
H -0.833 2.686 0.932
H -0.656 0.968 2.579
H 0.900 1.067 1.776
H 1.497 -2.625 1.365
H 1.788 -1.415 2.604
H 3.529 -1.352 0.855
H 2.690 0.188 0.962
N -2.829 -0.776 -0.992
C -3.972 -1.184 -1.127
N -5.131 -1.444 -1.285
C -6.110 -2.302 -1.101
N -6.965 -3.060 -0.954
*
```

Output
LUMO (alpha / beta) (eV): -10.15 / -7.94
Highest occupied orbital energy (alpha / beta) (Eh): -0.574 / -0.581
Frontier orbital gap (alpha / beta) (eV): 5.47 / 7.86

***

2.
A cluster of 11 separate species, C27H75N5O19 in total in a non-equilibrium geometry. Source: OMol25; level of theory: wB97M-V/def2-TZVPD.

The geometry in ORCA input format:
```
! RIJCOSX wB97M-V def2-TZVPD def2/J DEFGRID3
* xyz 0 1
C -14.606 -22.271 8.353
C -14.185 -22.123 6.917
C -13.195 -23.329 6.550
C -15.391 -22.337 5.999
C -15.126 -21.833 4.565
C -14.571 -20.376 4.604
C -13.411 -20.159 5.501
C -12.077 -20.647 4.783
C -13.247 -18.620 5.770
N -13.709 -20.728 6.792
O -12.538 -20.625 7.643
H -15.367 -21.510 8.612
H -15.204 -23.183 8.609
H -13.769 -22.198 9.042
H -12.538 -23.014 5.734
H -12.617 -23.551 7.433
H -13.832 -24.095 6.188
H -15.703 -23.376 5.906
H -16.268 -21.820 6.416
H -14.390 -22.455 3.974
H -16.029 -21.862 3.915
H -15.390 -19.691 4.967
H -14.365 -20.048 3.570
H -11.346 -21.089 5.452
H -11.689 -19.701 4.421
H -12.330 -21.305 3.953
H -14.095 -18.181 6.323
H -13.222 -18.111 4.796
H -12.332 -18.370 6.332
H -11.727 -21.082 7.252
N -4.013 -18.830 1.085
C -4.412 -17.445 1.180
N -4.766 -16.858 -0.010
O -4.487 -16.789 2.255
H -3.687 -19.123 2.018
H -4.653 -19.417 0.586
H -5.310 -15.983 0.039
H -5.029 -17.399 -0.813
N -6.960 -15.231 2.269
C -7.025 -14.395 1.244
N -8.018 -13.472 1.179
O -6.253 -14.514 0.262
H -7.659 -15.114 3.013
H -6.085 -15.757 2.337
H -8.070 -12.958 0.338
H -8.937 -13.700 1.568
O -10.713 -19.935 1.402
C -11.762 -20.367 0.528
C -13.186 -20.263 1.031
O -13.454 -18.861 1.244
H -10.889 -19.066 1.859
H -11.713 -19.728 -0.354
H -11.512 -21.433 0.382
H -13.203 -20.795 1.999
H -13.816 -20.747 0.266
H -14.114 -18.823 1.984
O -11.789 -14.270 1.436
C -11.884 -15.384 0.565
C -10.777 -16.425 0.753
O -10.895 -17.255 1.859
H -12.504 -14.369 2.032
H -12.856 -15.913 0.732
H -11.837 -14.995 -0.437
H -9.812 -15.893 0.744
H -10.767 -17.060 -0.123
H -10.488 -16.811 2.635
O -5.833 -20.555 -1.116
C -5.277 -21.775 -1.564
C -3.947 -21.990 -0.894
O -3.032 -22.836 -1.649
H -6.628 -20.608 -0.568
H -6.003 -22.589 -1.329
H -5.088 -21.710 -2.633
H -3.975 -22.398 0.128
H -3.518 -20.998 -0.833
H -3.352 -23.735 -1.707
O -8.306 -19.537 3.182
C -7.245 -19.133 2.302
C -7.690 -18.788 0.909
O -8.193 -20.004 0.239
H -8.838 -20.113 2.711
H -6.828 -18.266 2.821
H -6.650 -20.042 2.259
H -6.939 -18.250 0.334
H -8.445 -18.029 0.873
H -9.111 -20.089 0.534
O -9.520 -15.856 4.242
C -8.517 -16.442 5.033
C -9.202 -16.911 6.427
O -10.128 -15.949 6.916
H -10.163 -15.567 4.929
H -8.083 -17.274 4.537
H -7.715 -15.736 5.290
H -8.465 -17.167 7.226
H -9.785 -17.793 6.159
H -9.598 -15.185 7.203
O -8.217 -19.943 5.805
C -7.384 -20.897 6.434
C -8.030 -22.286 6.661
O -8.121 -23.075 5.464
H -8.095 -19.989 4.843
H -6.477 -21.038 5.859
H -7.162 -20.508 7.432
H -9.059 -22.130 6.999
H -7.437 -22.796 7.452
H -8.281 -24.014 5.575
O -4.013 -20.531 4.466
C -3.563 -19.938 5.705
C -3.642 -18.474 5.503
O -2.899 -18.043 4.385
H -3.718 -21.435 4.577
H -4.090 -20.287 6.593
H -2.515 -20.177 5.851
H -3.220 -18.135 6.492
H -4.663 -18.131 5.560
H -3.479 -17.540 3.814
O -8.670 -22.645 2.779
C -7.746 -23.703 2.322
C -8.620 -24.830 1.875
O -9.629 -25.143 2.816
H -8.619 -22.475 3.712
H -7.109 -23.293 1.502
H -7.145 -24.005 3.151
H -7.985 -25.728 1.841
H -9.127 -24.535 0.929
H -9.957 -24.294 3.127
*
```

Output
LUMO (eV): 0.26
Highest occupied orbital energy (Eh): -0.331
Structure (SMILES): CC1(C)CCCC(C)(C)N1O.NC(N)=O.NC(N)=O.OCCO.OCCO.OCCO.OCCO.OCCO.OCCO.OCCO.OCCO
Frontier orbital gap (eV): 9.26

***

3.
A cluster of 2 separate species, C2H7N3O in total. Source: OMol25; level of theory: wB97M-V/def2-TZVPD.

The geometry in ORCA input format:
```
! RIJCOSX wB97M-V def2-TZVPD def2/J DEFGRID3
* xyz 0 1
C 0.903 -1.761 -0.575
O 0.805 -0.729 -1.376
H 0.176 0.047 -0.938
H -0.176 -1.406 0.479
H 1.806 -1.858 0.031
H 0.394 -2.680 -0.875
C -0.796 0.541 0.153
N -0.148 1.729 0.529
N -0.594 2.760 -0.017
N -0.661 -0.515 0.995
H -0.028 3.544 0.333
H 0.007 -0.275 1.730
H -1.689 0.603 -0.469
*
```

Output
LUMO (alpha / beta) (eV): -0.59 / -0.59
Highest occupied orbital energy (alpha / beta) (Eh): -0.316 / -0.316
Energy above the lowest of the compared OMol25 structures with the same formula, charge and spin (kJ/mol): 538.89
Frontier orbital gap (alpha / beta) (eV): 8.00 / 8.00

***

4.
The molecule C16H11ClN4O3 in a non-equilibrium geometry. Source: OMol25; level of theory: wB97M-V/def2-TZVPD.

The geometry in ORCA input format:
```
! RIJCOSX wB97M-V def2-TZVPD def2/J DEFGRID3
* xyz 0 1
O -4.229 -0.037 0.013
C -3.110 -0.010 0.478
N -2.912 0.026 1.826
C -1.717 -0.089 2.554
C -1.443 0.839 3.557
C -0.271 0.772 4.285
C 0.649 -0.230 4.025
C 0.379 -1.180 3.056
C -0.801 -1.120 2.335
Cl -1.143 -2.365 1.179
C -1.892 0.032 -0.384
C -1.902 -0.670 -1.590
C -0.789 -0.688 -2.400
C 0.366 0.020 -2.055
N 1.486 -0.131 -2.860
C 2.804 -0.118 -2.518
C 3.511 -0.399 -3.655
C 2.530 -0.571 -4.652
N 1.326 -0.425 -4.159
C 0.330 0.812 -0.898
N 1.374 1.739 -0.539
O 1.545 1.945 0.645
O 1.984 2.283 -1.433
C -0.786 0.802 -0.068
H -3.760 0.153 2.365
H -2.160 1.624 3.746
H -0.073 1.506 5.049
H 1.572 -0.280 4.580
H 1.075 -1.980 2.862
H -2.790 -1.220 -1.861
H -0.771 -1.254 -3.318
H 3.143 0.045 -1.517
H 4.573 -0.474 -3.762
H 2.667 -0.794 -5.691
H -0.767 1.436 0.806
*
```

Output
LUMO (eV): -0.71
Highest occupied orbital energy (Eh): -0.334
Structure (SMILES): O=C(Nc1ccccc1Cl)c1ccc(-n2cccn2)c([N+](=O)[O-])c1
Frontier orbital gap (eV): 8.38